Entry from the Open Molecules 2025 dataset: C55H120F2N6O4S2Sr as an isolated structure at a distorted geometry (wB97M-V/def2-TZVPD).

The total charge is +6. For the electronic energy, the calculation gives -3821.57127 Ha. Its spin multiplicity is 1. The energy relative to the best compared isomer or geometry (same formula, charge and spin) comes out at 3.410 eV.

Positions of all 190 atoms, in Å:
1 Sr 5.005 -0.017 -7.917
2 C -10.825 3.089 -5.511
3 C -9.838 4.175 -5.289
4 C -8.490 3.601 -5.009
5 C -7.671 2.874 -6.140
6 N -6.306 2.229 -5.642
7 C -5.413 1.639 -6.785
8 C -3.945 1.747 -6.328
9 C -4.040 2.694 -5.156
10 C -5.443 3.358 -5.071
11 C -6.597 1.174 -4.489
12 C -7.654 0.133 -4.971
13 C -7.663 -1.259 -4.323
14 H -11.071 2.486 -4.638
15 H -10.431 2.365 -6.224
16 H -11.739 3.489 -5.950
17 H -10.155 4.735 -4.410
18 H -9.725 4.822 -6.159
19 H -8.533 3.101 -4.041
20 H -7.833 4.426 -4.733
21 H -7.511 3.488 -7.026
22 H -8.272 2.021 -6.454
23 H -5.851 0.718 -7.170
24 H -5.479 2.382 -7.579
25 H -3.506 0.768 -6.134
26 H -3.343 2.336 -7.020
27 H -3.877 2.137 -4.234
28 H -3.285 3.474 -5.262
29 H -5.870 3.641 -4.109
30 H -5.384 4.245 -5.702
31 H -6.987 1.715 -3.627
32 H -5.646 0.724 -4.205
33 H -7.528 0.025 -6.048
34 H -8.686 0.482 -4.928
35 H -8.643 -1.690 -4.528
36 H -7.354 -1.396 -3.287
37 H -6.980 -1.795 -4.982
38 C 5.652 -6.563 -3.129
39 C 4.795 -7.813 -2.874
40 C 3.681 -8.243 -3.897
41 C 2.832 -9.417 -3.378
42 N 1.560 -9.705 -4.306
43 C 0.817 -10.920 -3.658
44 C 1.480 -12.220 -4.107
45 C 2.233 -11.751 -5.380
46 C 1.843 -10.297 -5.673
47 C 0.569 -8.558 -4.528
48 C -0.016 -7.933 -3.248
49 C -1.133 -6.853 -3.534
50 H 6.008 -6.709 -4.149
51 H 6.488 -6.444 -2.439
52 H 4.988 -5.702 -3.046
53 H 4.462 -7.466 -1.896
54 H 5.360 -8.719 -2.657
55 H 4.173 -8.520 -4.829
56 H 3.065 -7.385 -4.164
57 H 2.629 -9.156 -2.339
58 H 3.368 -10.362 -3.283
59 H -0.169 -11.084 -4.093
60 H 0.670 -10.759 -2.590
61 H 0.703 -12.921 -4.409
62 H 2.020 -12.554 -3.221
63 H 1.986 -12.263 -6.310
64 H 3.315 -11.839 -5.279
65 H 0.949 -10.281 -6.296
66 H 2.541 -9.616 -6.161
67 H -0.244 -8.943 -5.143
68 H 1.149 -7.918 -5.192
69 H 0.880 -7.509 -2.794
70 H -0.523 -8.681 -2.639
71 H -0.757 -6.121 -4.249
72 H -1.480 -6.357 -2.628
73 H -1.973 -7.400 -3.963
74 C -4.331 -4.145 5.624
75 C -3.590 -2.908 5.939
76 C -2.060 -3.126 5.926
77 C -1.551 -3.192 4.500
78 N -0.049 -3.587 4.386
79 C 0.257 -4.835 5.207
80 C 1.612 -5.419 4.590
81 C 1.533 -4.989 3.157
82 C 0.193 -4.269 2.995
83 C 0.932 -2.336 4.739
84 C 0.776 -1.260 3.711
85 C 1.751 -0.125 3.749
86 H -4.181 -4.744 6.522
87 H -4.039 -4.677 4.719
88 H -5.398 -3.926 5.597
89 H -3.976 -2.446 6.847
90 H -3.914 -2.276 5.112
91 H -1.702 -3.936 6.561
92 H -1.523 -2.272 6.339
93 H -1.661 -2.200 4.062
94 H -2.105 -3.835 3.816
95 H 0.443 -4.425 6.199
96 H -0.613 -5.491 5.167
97 H 2.439 -5.013 5.172
98 H 1.574 -6.507 4.654
99 H 2.282 -4.222 2.962
100 H 1.585 -5.835 2.472
101 H 0.099 -3.601 2.139
102 H -0.540 -5.042 2.765
103 H 1.937 -2.752 4.815
104 H 0.840 -1.973 5.762
105 H -0.230 -0.848 3.634
106 H 1.006 -1.757 2.769
107 H 1.750 0.451 2.824
108 H 2.811 -0.295 3.942
109 H 1.362 0.547 4.514
110 C -0.595 8.195 -0.391
111 C -1.982 7.584 -0.036
112 C -3.017 8.712 0.253
113 C -4.493 8.177 0.184
114 N -5.578 9.179 0.794
115 C -6.948 8.860 0.072
116 C -6.932 9.698 -1.248
117 C -5.713 10.708 -1.189
118 C -5.290 10.660 0.297
119 C -5.577 9.235 2.380
120 C -5.934 7.927 2.975
121 C -6.467 8.088 4.406
122 H -0.279 9.045 0.213
123 H -0.769 8.473 -1.431
124 H 0.087 7.349 -0.312
125 H -1.866 6.919 0.820
126 H -2.268 6.989 -0.903
127 H -2.961 9.492 -0.507
128 H -2.724 9.079 1.237
129 H -4.684 7.163 0.537
130 H -4.749 8.089 -0.872
131 H -7.691 9.205 0.790
132 H -7.049 7.794 -0.132
133 H -7.849 10.285 -1.187
134 H -6.912 9.042 -2.118
135 H -6.172 11.680 -1.371
136 H -4.852 10.429 -1.796
137 H -6.047 11.247 0.817
138 H -4.330 11.066 0.613
139 H -6.384 9.904 2.681
140 H -4.594 9.599 2.681
141 H -5.200 7.125 3.055
142 H -6.755 7.426 2.461
143 H -7.181 8.912 4.401
144 H -5.631 8.373 5.044
145 H -7.151 7.279 4.662
146 C 7.174 4.420 2.536
147 C 8.545 4.220 3.086
148 C 8.529 2.909 4.002
149 C 9.879 2.541 4.613
150 N 9.866 1.307 5.586
151 C 11.082 1.460 6.478
152 C 10.758 0.743 7.820
153 C 9.296 0.683 7.848
154 C 8.691 1.368 6.618
155 C 10.050 -0.065 4.850
156 C 8.930 -0.501 3.888
157 C 9.188 -1.957 3.525
158 H 7.004 3.485 2.003
159 H 7.028 5.172 1.761
160 H 6.538 4.613 3.400
161 H 8.755 5.073 3.731
162 H 9.361 4.189 2.364
163 H 8.116 2.200 3.284
164 H 7.772 3.079 4.767
165 H 10.093 3.492 5.100
166 H 10.685 2.444 3.886
167 H 12.006 1.104 6.023
168 H 11.194 2.519 6.713
169 H 11.311 -0.188 7.946
170 H 11.099 1.331 8.673
171 H 9.113 -0.385 7.723
172 H 8.866 1.053 8.779
173 H 7.851 0.858 6.147
174 H 8.447 2.409 6.831
175 H 10.010 -0.781 5.671
176 H 11.055 -0.092 4.430
177 H 8.934 0.219 3.069
178 H 7.969 -0.574 4.397
179 H 8.413 -2.147 2.782
180 H 9.017 -2.593 4.394
181 H 10.109 -2.056 2.952
182 N 4.298 -0.263 -3.928
183 S 2.966 -0.961 -3.181
184 O 1.861 -0.110 -2.795
185 O 3.147 -2.198 -2.483
186 F 2.352 -1.611 -4.525
187 S 4.746 0.431 -2.672
188 O 5.174 -0.424 -1.535
189 O 4.075 1.687 -2.472
190 F 6.110 1.026 -3.289

Atomic partial charges in e from the Mulliken method, atoms 1 to 99: 1.974, -1.197, -0.497, -0.503, -0.598, -0.047, -0.628, -0.534, -0.820, -0.785, -0.579, -0.424, -1.345, 0.329, 0.311, 0.368, 0.315, 0.337, 0.243, 0.291, 0.361, 0.503, 0.557, 0.349, 0.294, 0.316, 0.286, 0.497, 0.526, 0.424, 0.480, 0.557, 0.356, 0.204, 0.373, 0.338, 0.338, -1.229, -0.654, -0.245, -0.911, 0.227, -0.683, -0.648, -0.657, -0.748, -1.001, -0.297, -1.342, 0.313, 0.375, 0.269, 0.341, 0.402, 0.331, 0.229, 0.335, 0.616, 0.330, 0.499, 0.349, 0.305, 0.458, 0.276, 0.499, 0.510, 0.490, 0.602, 0.302, 0.285, 0.345, 0.364, 0.364, -1.183, -0.520, -0.484, -1.008, 0.492, -0.839, -0.816, -0.448, -1.019, -0.632, 0.180, -1.621, 0.292, 0.271, 0.402, 0.367, 0.304, 0.432, 0.333, 0.336, 0.423, 0.459, 0.505, 0.363, 0.362, 0.200